*w*
Formula: H2N2O4P
Source: the OMol25 dataset
Level of theory: wB97M-V/def2-TZVPD

Results
* total charge: -1
* HOMO (spin up / spin down): -4.343 / -4.343 eV
* spin multiplicity: 1
* orbital gap (spin up / spin down): 0.29637 / 0.29639 Eh

Geometry (Å):
N 1.272 0.224 -0.611
N -1.013 0.735 1.156
O 0.218 -2.436 -0.498
O -0.366 1.848 1.195
O -2.072 0.524 1.724
O -0.697 -0.726 -2.022
P 0.094 -1.050 -0.864
H 1.977 -0.028 0.056
H 0.587 0.908 -0.137

*x*
Formula: H2N2O4P
Source: the OMol25 dataset
Level of theory: wB97M-V/def2-TZVPD

Results
* total charge: -1
* HOMO: -4.254 eV
* spin multiplicity: 1
* orbital gap: 0.27881 Eh

Geometry (Å):
N -0.296 0.340 0.520
N 1.753 -1.537 -0.776
O 2.628 -2.221 -1.353
O -2.244 1.364 1.595
O 1.866 -0.284 -0.652
O -2.410 0.961 -1.015
P -1.726 1.016 0.275
H -0.152 0.354 1.471
H 0.581 0.007 -0.065

*y*
Formula: H2N2O4P
Source: the OMol25 dataset
Level of theory: wB97M-V/def2-TZVPD

Results
* SMILES: N[P@@](=O)([O-])[N+](=O)[O-]
* total charge: -1
* HOMO: -5.759 eV
* spin multiplicity: 1
* orbital gap: 0.37060 Eh

Geometry (Å):
N -0.958 -0.218 0.539
P 0.351 0.203 1.724
O 1.472 0.657 0.872
O -0.208 0.919 2.867
N 0.728 -1.530 2.127
O 0.393 -2.026 3.157
O 1.407 -2.160 1.354
H -1.896 -0.020 0.824
H -0.813 0.296 -0.285

The most stable of them is *y*.

*w*
Formula: C5H11NO2
Source: the OMol25 dataset
Level of theory: wB97M-V/def2-TZVPD

Results
* SMILES: CN[C@H](C[O-])CC[O-]
* total charge: -2
* HOMO: 0.981 eV
* spin multiplicity: 1
* orbital gap: 0.21610 Eh

Geometry (Å):
C -0.426 2.047 0.318
N 0.777 1.262 -0.030
C 0.611 -0.166 -0.210
C 0.898 -0.451 -1.853
O 1.005 0.695 -2.566
C -0.604 -0.947 0.207
C -0.646 -1.350 1.785
O -1.449 -2.419 1.990
H -0.298 2.309 1.373
H -0.400 2.979 -0.274
H -1.366 1.571 0.089
H 1.150 1.629 -0.906
H 1.562 -0.565 0.171
H 0.014 -1.064 -2.235
H 1.778 -1.137 -1.975
H -1.528 -0.453 -0.108
H -0.520 -1.956 -0.193
H 0.436 -1.510 2.034
H -0.995 -0.472 2.383

*x*
Formula: C5H11NO2
Source: the OMol25 dataset
Level of theory: wB97M-V/def2-TZVPD

Results
* SMILES: CN[C@H](C[O-])CC[O-]
* total charge: -2
* HOMO: 0.905 eV
* spin multiplicity: 1
* orbital gap: 0.21638 Eh

Geometry (Å):
C 0.959 -1.699 -0.441
N -0.250 -0.983 -0.885
C -0.294 0.435 -0.487
C 0.821 1.220 -1.254
O 0.936 0.848 -2.574
C -0.288 0.668 1.027
C -1.501 0.043 1.793
O -1.714 0.542 3.043
H 1.682 -1.002 -0.007
H 0.681 -2.487 0.264
H 1.489 -2.054 -1.319
H -0.155 -0.890 -1.896
H -1.243 0.804 -0.900
H 1.786 1.042 -0.715
H 0.556 2.301 -1.151
H 0.657 0.298 1.438
H -0.403 1.745 1.177
H -2.356 0.237 1.102
H -1.361 -1.066 1.784

The most stable of them is *x*.

*w*
Formula: C37H48N4P
Source: the OMol25 dataset
Level of theory: wB97M-V/def2-TZVPD

Results
* total charge: +1
* HOMO: -8.910 eV
* spin multiplicity: 1
* orbital gap: 0.19052 Eh

Geometry (Å):
C 3.943 -4.359 1.080
C 5.149 -3.386 1.121
N 4.750 -2.127 1.723
C 5.699 -1.177 2.190
C 4.793 0.039 2.599
C 3.433 -0.344 2.165
C 2.200 0.320 2.139
C 1.111 -0.298 1.536
C -0.241 0.454 1.493
C -1.512 -0.342 1.806
C -2.664 0.433 1.893
C -3.915 -0.197 1.971
C -3.968 -1.621 1.908
N -5.244 -2.022 1.753
C -5.624 -3.414 1.678
C -4.434 -4.275 1.183
C -3.108 -3.918 1.851
C -2.843 -2.409 1.880
C -1.603 -1.767 1.981
C -6.202 -0.976 1.874
C -5.301 0.303 2.016
C 1.227 -1.573 0.929
C 2.424 -2.301 1.066
C 3.497 -1.667 1.630
C 2.668 -3.708 0.543
H 4.226 -5.214 0.464
H 3.771 -4.698 2.100
H 5.973 -3.807 1.738
H 5.555 -3.238 0.102
H 6.272 -1.551 3.043
H 6.418 -0.875 1.421
H 4.862 0.210 3.696
H 5.139 0.971 2.111
H 2.116 1.284 2.634
H -0.211 1.265 2.337
H -2.602 1.498 2.038
H -5.984 -3.780 2.653
H -6.477 -3.492 0.975
H -4.688 -5.319 1.365
H -4.342 -4.120 0.109
H -3.105 -4.322 2.871
H -2.293 -4.396 1.305
H -0.699 -2.375 2.167
H -6.840 -0.906 0.984
H -6.856 -1.093 2.744
H -5.532 0.815 2.968
H -5.516 1.039 1.204
H 0.355 -2.065 0.466
H 2.705 -3.673 -0.549
H 1.819 -4.346 0.805
C 3.630 2.436 -0.504
C 2.607 3.347 -1.159
C 2.284 4.520 -0.243
C 3.164 3.912 -2.458
N 1.363 2.530 -1.415
P -0.099 2.783 -0.631
H -0.171 1.259 0.644
N -0.948 2.090 -1.897
C -2.402 2.350 -2.161
C -2.626 2.754 -3.613
C -2.899 3.492 -1.283
C -3.161 1.072 -1.846
C -0.111 1.376 -2.769
C 1.242 1.635 -2.491
C 2.315 1.003 -3.160
C 1.872 0.065 -4.124
C 0.537 -0.193 -4.399
C -0.547 0.451 -3.750
H 3.905 1.618 -1.194
H 4.531 3.017 -0.222
H 3.197 1.998 0.412
H 1.582 5.226 -0.711
H 1.904 4.201 0.736
H 3.203 5.085 -0.024
H 2.453 4.559 -3.001
H 4.042 4.542 -2.230
H 3.519 3.145 -3.159
H -2.395 1.963 -4.339
H -3.693 2.994 -3.763
H -2.065 3.657 -3.915
H -2.821 3.263 -0.212
H -2.386 4.438 -1.507
H -3.971 3.662 -1.464
H -2.974 0.798 -0.791
H -4.250 1.238 -1.976
H -2.809 0.253 -2.503
H 3.362 1.223 -2.930
H 2.671 -0.512 -4.630
H 0.254 -0.983 -5.124
H -1.605 0.255 -3.951

*x*
Formula: C37H48N4P
Source: the OMol25 dataset
Level of theory: wB97M-V/def2-TZVPD

Results
* total charge: +1
* HOMO: -10.170 eV
* spin multiplicity: 1
* orbital gap: 0.19185 Eh

Geometry (Å):
C -13.798 -1.798 1.652
N -12.533 -1.243 1.172
C -12.443 -0.951 -0.219
C -13.036 0.193 -0.763
C -12.880 0.477 -2.124
C -12.179 -0.406 -2.957
C -11.650 -1.589 -2.420
C -11.787 -1.864 -1.062
C -11.623 -0.763 2.127
C -10.965 -1.670 2.984
C -9.959 -1.220 3.813
C -9.666 0.171 3.947
C -8.669 0.628 4.861
C -8.737 1.818 5.631
C -7.601 2.255 6.392
C -7.543 3.528 6.935
C -8.705 4.323 6.980
N -8.643 5.628 7.498
C -9.780 6.084 8.313
C -7.974 6.655 6.764
C -8.711 7.467 5.889
C -8.083 8.487 5.177
C -6.718 8.747 5.379
C -5.990 7.954 6.277
C -6.607 6.897 6.951
C -9.905 3.806 6.461
C -9.911 2.623 5.747
C -10.404 1.071 3.126
C -11.322 0.608 2.207
H -13.637 -2.210 2.656
H -14.571 -1.008 1.700
H -14.142 -2.586 0.968
H -13.591 0.861 -0.099
H -13.299 1.401 -2.525
H -12.051 -0.171 -4.014
H -11.115 -2.293 -3.060
H -11.379 -2.777 -0.616
H -11.229 -2.729 2.917
H -9.413 -1.931 4.439
H -7.834 -0.048 5.066
H -6.760 1.576 6.531
H -6.631 3.938 7.371
H -9.514 7.047 8.757
H -10.692 6.207 7.707
H -9.962 5.350 9.109
H -9.778 7.255 5.760
H -8.665 9.079 4.469
H -6.241 9.569 4.844
H -4.932 8.162 6.451
H -6.056 6.255 7.644
H -10.821 4.383 6.572
H -10.848 2.293 5.296
H -10.240 2.145 3.215
H -11.845 1.295 1.534
C -6.042 -1.273 -0.535
C -5.835 -1.483 0.955
C -7.181 -1.732 1.625
C -4.933 -2.705 1.190
N -5.205 -0.292 1.524
C -5.476 0.988 0.913
C -4.864 2.064 1.798
N -4.210 1.408 2.906
C -3.684 2.246 3.987
C -3.264 3.595 3.431
C -2.494 1.551 4.662
C -4.766 2.454 5.031
P -4.888 -0.113 3.163
H -6.248 0.178 3.758
H -5.115 -0.951 -1.029
H -6.365 -2.219 -0.983
H -6.819 -0.529 -0.746
H -7.057 -1.948 2.693
H -7.820 -0.845 1.520
H -7.692 -2.581 1.147
H -4.792 -2.928 2.256
H -5.399 -3.580 0.706
H -3.946 -2.550 0.734
H -5.004 1.045 -0.074
H -6.552 1.190 0.769
H -4.130 2.619 1.204
H -5.646 2.780 2.107
H -4.119 4.199 3.106
H -2.755 4.156 4.222
H -2.578 3.487 2.581
H -2.769 0.593 5.125
H -1.686 1.367 3.940
H -2.104 2.218 5.450
H -5.009 1.508 5.524
H -4.450 3.177 5.799
H -5.672 2.842 4.554

The most stable of them is *w*.

*w*
Formula: C2H6ClNO2S
Source: the OMol25 dataset
Level of theory: wB97M-V/def2-TZVPD

Results
* SMILES: CN(C)S(=O)(=O)Cl
* total charge: 0
* HOMO: -9.658 eV
* spin multiplicity: 1
* orbital gap: 0.33360 Eh

Geometry (Å):
C 0.488 -0.811 1.368
N 0.756 0.530 0.711
C 0.200 1.788 1.360
S 0.837 0.589 -1.068
O 0.900 -0.848 -1.386
O -0.322 1.291 -1.620
Cl 2.639 1.506 -1.403
H 1.045 -1.507 0.747
H -0.565 -1.060 1.396
H 0.755 -0.995 2.401
H -0.730 2.070 0.804
H -0.107 1.712 2.424
H 0.984 2.613 1.145

*x*
Formula: C2H6ClNO2S
Source: the OMol25 dataset
Level of theory: wB97M-V/def2-TZVPD

Results
* total charge: 0
* HOMO (spin up / spin down): -8.920 / -9.137 eV
* spin multiplicity: 1
* orbital gap (spin up / spin down): 0.34331 / 0.29829 Eh

Geometry (Å):
C 0.778 -0.351 1.191
C 1.022 1.102 0.690
N -2.263 -0.954 -1.171
O 1.671 -1.273 -1.146
O -2.039 0.264 -1.777
S 0.550 -1.532 -0.154
Cl -0.499 2.144 0.622
H 1.744 -0.658 1.664
H -0.046 -0.505 1.833
H 1.500 1.096 -0.261
H 1.699 1.463 1.408
H -2.283 -1.638 -1.943
H -1.836 0.843 -0.957

The most stable of them is *w*.

*w*
Formula: CH3N2O
Source: the OMol25 dataset
Level of theory: wB97M-V/def2-TZVPD

Results
* total charge: +1
* HOMO (spin up / spin down): -16.905 / -17.585 eV
* spin multiplicity: 1
* orbital gap (spin up / spin down): 0.24471 / 0.37922 Eh

Geometry (Å):
C -0.160 -0.002 -0.913
N -0.243 -0.642 0.432
N -0.759 -1.265 -0.490
O -1.392 -2.197 -0.874
H -0.780 0.790 -1.042
H 0.799 0.085 -1.416
H -1.248 -0.700 2.316

*x*
Formula: CH3N2O
Source: the OMol25 dataset
Level of theory: wB97M-V/def2-TZVPD

Results
* SMILES: [NH2+]=C=[NH+][O-]
* total charge: +1
* HOMO (spin up / spin down): -15.856 / -15.858 eV
* spin multiplicity: 1
* orbital gap (spin up / spin down): 0.35226 / 0.35234 Eh

Geometry (Å):
N -1.164 0.404 0.025
C -0.047 -0.086 0.300
N 1.136 -0.435 -0.038
O 2.069 0.341 -0.093
H -1.838 0.611 0.773
H -1.478 0.637 -0.929
H 1.323 -1.472 -0.037

The most stable of them is *x*.